[1]
Formula: C3H7ClS
Source: the Open Molecules 2025 dataset
Level of theory: ωB97M-V/def2-TZVPD

Properties
E: -976.7386 a.u.
ΔE to the lowest compared entry with this formula, charge and spin: 85.0 kcal/mol
HOMO (spin up / spin down): -0.295 / -0.295 hartree
Gap between HOMO and LUMO (spin up / spin down): 0.2901 / 0.2906 hartree

CARTESIAN COORDINATES (ANGSTROEM)
1 C 1.5614 -0.2894 -1.1534
2 C 1.3382 1.4842 0.9843
3 C -2.0015 -1.2132 0.3604
4 S 0.5408 0.7278 -0.2804
5 Cl -2.7820 0.3904 -0.0862
6 H 1.1635 -0.9817 -1.9241
7 H 2.6432 -0.0049 -1.3416
8 H 0.7715 2.2624 1.4040
9 H 2.3377 1.7044 0.7900
10 H -2.6989 -1.8967 0.2440
11 H -1.2884 -1.2668 -0.4261
12 H -1.5853 -0.9164 1.4290

Löwdin population analysis, charges in e, atoms 1 to 4:
1 C -0.3948
2 C -0.3604
3 C -0.4351
4 S 0.8180



[2]
Formula: F6KN3O12S6
Source: the Open Molecules 2025 dataset
Level of theory: ωB97M-V/def2-TZVPD

Properties
Charge: -1
E: -4655.2484 a.u.
ΔE to the lowest compared entry with this formula, charge and spin: 16.4 kcal/mol
HOMO (spin up / spin down): -0.278 / -0.278 hartree
2S+1: 2
Gap between HOMO and LUMO (spin up / spin down): 0.2229 / 0.1002 hartree

CARTESIAN COORDINATES (ANGSTROEM)
1 K -0.7642 -0.0043 0.2821
2 N 2.1248 2.3213 -3.3979
3 S 1.3385 1.0857 -3.2078
4 O 0.8971 0.1813 -4.2287
5 O 0.7791 1.0584 -1.8893
6 F 2.6882 0.2575 -2.9404
7 S 0.6714 3.2013 -3.8891
8 O -0.1096 3.7840 -2.7877
9 O 0.1457 2.9339 -5.2338
10 F 1.4384 4.5178 -4.3673
11 N -2.3100 -2.0368 1.5671
12 S -2.7925 -3.4602 0.7687
13 O -4.1460 -3.5256 0.2485
14 O -2.1243 -4.7177 1.2285
15 F -1.8856 -3.0972 -0.5847
16 S -3.5687 -1.8127 2.2928
17 O -4.0092 -2.8456 3.2429
18 O -4.5574 -1.1217 1.5178
19 F -3.1599 -0.6466 3.3013
20 N 1.3962 -0.3463 1.8287
21 S 2.7648 0.1797 0.9983
22 O 3.9772 0.0398 1.7595
23 O 2.5777 1.3896 0.2946
24 F 2.9372 -0.9777 -0.1455
25 S 1.5726 0.7276 2.9743
26 O 1.3760 2.2017 2.6594
27 O 2.5160 0.3993 4.0542
28 F 0.2263 0.3137 3.6535

Löwdin population analysis, charges in e, atoms 1 to 4:
1 K 0.8619
2 N -0.0055
3 S 0.4110
4 O -0.1290



[3]
Formula: C19H34B2O19S
Source: the Open Molecules 2025 dataset
Level of theory: ωB97M-V/def2-TZVPD

Properties
E: -2621.8005 a.u.
HOMO: -0.275 hartree
Gap between HOMO and LUMO: 0.2858 hartree

CARTESIAN COORDINATES (ANGSTROEM)
1 C -0.8147 -4.1469 -2.1931
2 C 0.6247 -3.4647 -1.7605
3 O 0.5738 -2.7278 -0.4914
4 B 1.8430 -2.7793 0.2190
5 O 2.3206 -4.0923 0.6864
6 O 2.6487 -1.5941 0.5153
7 S 3.8264 -1.3117 -0.7334
8 O 3.2059 -1.5872 -2.1168
9 O 5.0635 -2.4226 -0.3673
10 B 5.2334 -3.4387 -1.4009
11 O 4.2355 -4.3935 -1.8540
12 O 6.5798 -3.5396 -2.0133
13 C 7.5292 -3.6884 -0.8775
14 H -0.6474 -5.1149 -2.8287
15 H -1.3661 -4.4750 -1.2329
16 H -1.4398 -3.3748 -2.7974
17 H 1.4134 -4.3142 -1.7943
18 H 0.8338 -2.6617 -2.5925
19 H 3.3062 -4.0883 0.8007
20 H 3.9350 -4.1355 -2.7704
21 H 8.3064 -4.5179 -1.1715
22 H 8.1654 -2.7113 -0.7253
23 H 7.0169 -4.0494 0.0960
24 C -4.3277 -0.3658 1.7325
25 C -3.1688 -0.6199 0.7904
26 C -3.6069 -1.1807 -0.5289
27 O -2.4509 -1.8782 -0.9625
28 C -1.8045 -2.2829 0.1750
29 O -0.9095 -3.0956 0.2015
30 O -2.3122 -1.6446 1.2791
31 H -4.8365 -1.2990 1.9936
32 H -3.9723 0.0713 2.6708
33 H -5.0526 0.3171 1.2849
34 H -2.5729 0.2926 0.6663
35 H -3.8871 -0.4024 -1.2402
36 H -4.4299 -1.8989 -0.4409
37 C -6.1073 4.2978 -3.9009
38 C -5.3461 3.1064 -3.3579
39 C -5.8419 1.8026 -3.9046
40 O -5.4738 0.8880 -2.8850
41 C -5.4910 1.5959 -1.7174
42 O -5.4571 1.0998 -0.6191
43 O -5.5585 2.9401 -1.9605
44 H -7.1594 4.2639 -3.6014
45 H -5.6970 5.2305 -3.5031
46 H -6.0522 4.3322 -4.9925
47 H -4.2704 3.2348 -3.5262
48 H -5.3728 1.5433 -4.8566
49 H -6.9308 1.7690 -4.0210
50 C 6.8703 -0.0425 3.9551
51 C 7.1004 0.1670 2.4730
52 C 6.8201 1.5719 2.0352
53 O 6.5002 1.4022 0.6639
54 C 5.9577 0.1543 0.5545
55 O 5.3560 -0.2486 -0.4175
56 O 6.1754 -0.5766 1.6878
57 H 5.8197 0.1160 4.2177
58 H 7.1143 -1.0698 4.2411
59 H 7.4884 0.6385 4.5466
60 H 8.1131 -0.1501 2.1979
61 H 7.6835 2.2292 2.1614
62 H 5.9547 2.0167 2.5386
63 C -2.2204 3.3172 1.1836
64 C -3.0346 3.3633 2.4599
65 C -4.2731 4.1954 2.3268
66 O -4.5138 4.5948 3.6661
67 C -3.2892 4.6461 4.2716
68 O -3.0775 5.1654 5.3368
69 O -2.3369 4.0345 3.5021
70 H -1.8486 4.3114 0.9163
71 H -1.3423 2.6770 1.3102
72 H -2.8164 2.9284 0.3530
73 H -3.2622 2.3469 2.8016
74 H -5.1164 3.6281 1.9256
75 H -4.1258 5.0956 1.7197

Löwdin population analysis, charges in e, atoms 1 to 4:
1 C -0.0743
2 C -0.1527
3 O -0.0858
4 B -0.5936



[4]
Formula: C4H15N2O2
Source: the Open Molecules 2025 dataset
Level of theory: ωB97M-V/def2-TZVPD

Properties
E: -421.2989 a.u.
ΔE to the lowest compared entry with this formula, charge and spin: 6.5 kcal/mol
HOMO (spin up / spin down): -0.142 / -0.293 hartree
2S+1: 2
Gap between HOMO and LUMO (spin up / spin down): 0.1535 / 0.3041 hartree

CARTESIAN COORDINATES (ANGSTROEM)
1 C -0.8335 -1.6570 -1.0473
2 C -2.0108 -0.6927 -0.7503
3 C -1.7196 0.6019 0.0790
4 N -0.3780 1.0612 -0.1025
5 C -0.1165 1.9959 -1.0761
6 N 1.1713 2.4853 -1.2888
7 H 0.0630 -1.4134 -0.4784
8 H -1.1876 -2.6727 -0.8738
9 H -0.5027 -1.6095 -2.0835
10 H -2.3478 -0.4549 -1.7663
11 H -2.8569 -1.2421 -0.3509
12 H -2.5137 1.2910 -0.2013
13 H -1.8805 0.2353 1.0903
14 H 0.2843 0.6174 0.5335
15 H -0.9117 2.3385 -1.7062
16 H 1.2418 3.2373 -1.9486
17 H 1.9031 2.4625 -0.6014
18 H 1.9108 -0.4696 1.8146
19 H 1.7306 0.9209 2.5744
20 O 1.5290 0.4236 1.7827
21 H 2.3803 -3.1277 1.6471
22 H 2.5694 -2.1232 2.8510
23 O 2.4757 -2.2082 1.9028

Löwdin population analysis, charges in e, atoms 1 to 4:
1 C -0.1093
2 C -0.2385
3 C -0.2290
4 N -0.0709



[5]
Formula: C6H8N2S
Source: the Open Molecules 2025 dataset
Level of theory: ωB97M-V/def2-TZVPD

Properties
E: -741.0641 a.u.
ΔE to the lowest compared entry with this formula, charge and spin: 38.3 kcal/mol
SMILES string: C[C@@]1(C#N)C=CS[C@H]1N
HOMO: -0.307 hartree
Gap between HOMO and LUMO: 0.3275 hartree

CARTESIAN COORDINATES (ANGSTROEM)
1 C 1.2884 1.3760 -1.1457
2 C 0.7426 -0.9054 -1.3924
3 C -0.3506 -1.6836 -1.6332
4 C -1.0457 0.5928 -0.6596
5 C 0.5112 0.3471 -0.5909
6 C 0.9976 -0.0154 0.8064
7 N 2.0209 2.1685 -1.5347
8 N -1.4957 1.3779 0.3510
9 S -1.8399 -1.0439 -1.0415
10 H 1.7283 -0.8594 -1.7685
11 H -0.2175 -2.6498 -1.9610
12 H -1.2223 1.1227 -1.6516
13 H 0.4550 -0.9592 1.0388
14 H 0.8553 0.8006 1.6022
15 H 2.0670 -0.2666 0.8128
16 H -2.0919 2.2080 0.1034
17 H -1.7906 0.8951 1.2850

Löwdin population analysis, charges in e, atoms 1 to 4:
1 C -0.2131
2 C -0.1243
3 C -0.4080
4 C -0.6330



[6]
Formula: C13H18Si
Source: the Open Molecules 2025 dataset
Level of theory: ωB97M-V/def2-TZVPD

Properties
E: -795.5247 a.u.
ΔE to the lowest compared entry with this formula, charge and spin: 67.4 kcal/mol
SMILES string: CC1=C(C)[C@@H]([SiH3])c2cc(C)cc(C)c21
HOMO: -0.284 hartree
Gap between HOMO and LUMO: 0.3176 hartree

CARTESIAN COORDINATES (ANGSTROEM)
1 C 2.0694 0.3969 0.6088
2 C 1.9824 0.4831 -1.8130
3 C -0.1091 0.3348 -0.5241
4 C 0.7167 0.2259 0.6265
5 C 2.7159 0.4703 -0.6193
6 C 0.5869 0.6101 -1.7582
7 C -1.5770 0.2636 -0.2063
8 C -1.7313 0.0884 1.1206
9 C -0.0393 -0.1024 1.8963
10 C 4.2162 0.5834 -0.5540
11 C -0.0521 0.7892 -3.0594
12 C -2.7674 0.3894 -1.1226
13 C -2.9899 -0.2393 1.9322
14 Si 0.1462 -1.8054 2.7346
15 H 2.5795 0.3152 1.5992
16 H 2.3437 0.5528 -2.7718
17 H -0.1145 0.7615 2.6343
18 H 4.6115 0.5239 -1.4885
19 H 4.6291 1.5140 0.0404
20 H 4.6051 -0.3525 -0.2062
21 H -0.6005 0.0097 -3.4399
22 H -0.7774 1.5428 -3.0110
23 H 0.6732 0.8792 -3.7701
24 H -2.6675 -0.5141 -1.7858
25 H -2.5700 1.3752 -1.5879
26 H -3.5913 0.3076 -0.5121
27 H -3.3999 0.6228 2.2375
28 H -2.8844 -0.7270 2.8632
29 H -3.7488 -0.8115 1.5079
30 H -1.0628 -2.1040 3.3631
31 H 1.1172 -1.7636 3.7325
32 H 0.4362 -2.8702 1.6821

Löwdin population analysis, charges in e, atoms 1 to 4:
1 C -0.0334
2 C 0.0091
3 C -0.0566
4 C -0.2531



[7]
Formula: C3H2FO2Zn
Source: the Open Molecules 2025 dataset
Level of theory: ωB97M-V/def2-TZVPD

Properties
E: -2145.1064 a.u.
ΔE to the lowest compared entry with this formula, charge and spin: 0.0 kcal/mol
HOMO (spin up / spin down): -0.335 / -0.395 hartree
2S+1: 2
Gap between HOMO and LUMO (spin up / spin down): 0.3122 / 0.3276 hartree

CARTESIAN COORDINATES (ANGSTROEM)
1 F -3.0627 -1.4195 0.9008
2 O 0.7918 -0.4559 -1.1564
3 O 2.6058 -0.7283 0.2380
4 C -0.3006 0.3966 -0.5937
5 C 0.5187 0.6116 0.5898
6 C 1.5209 -0.2518 -0.0116
7 H -0.5022 1.2645 -1.2454
8 H 0.4471 1.1977 1.5015
9 Zn -2.0188 -0.6149 -0.2229

Löwdin population analysis, charges in e, atoms 1 to 4:
1 F -0.5259
2 O -0.0273
3 O 0.1230
4 C -0.3196



[8]
Formula: C5H14O2
Source: the Open Molecules 2025 dataset
Level of theory: ωB97M-V/def2-TZVPD

Properties
E: -349.3255 a.u.
ΔE to the lowest compared entry with this formula, charge and spin: 31.5 kcal/mol
SMILES string: C=C(C)CC.O.O
HOMO: -0.328 hartree
Gap between HOMO and LUMO: 0.3507 hartree

CARTESIAN COORDINATES (ANGSTROEM)
1 C -1.3004 1.6199 0.3933
2 C -1.6768 0.1251 0.7015
3 C -0.6246 -0.9638 0.5457
4 C -0.9391 -2.2481 0.6016
5 C 0.8389 -0.5881 0.6235
6 H -1.6611 2.2671 1.1841
7 H -0.2567 1.8113 0.0966
8 H -1.9033 1.9377 -0.4495
9 H -2.0856 0.0189 1.7300
10 H -2.4324 -0.0726 -0.0690
11 H -0.1264 -2.9466 0.7426
12 H -1.9193 -2.6825 0.5449
13 H 0.8924 0.3646 1.1636
14 H 1.4795 -1.3070 1.1666
15 H 1.2723 -0.5918 -0.3635
16 H 2.1376 1.7463 0.1428
17 H 1.4224 2.8853 -0.3212
18 O 1.7080 2.5340 0.5287
19 H 1.3454 -1.8931 -2.2719
20 H 1.5868 -0.9475 -3.4679
21 O 1.1203 -1.0425 -2.6358

Löwdin population analysis, charges in e, atoms 1 to 4:
1 C -0.0903
2 C -0.1882
3 C -0.3617
4 C 0.0124



The highest E belongs to which entry?
C5H14O2



What is the formula in the third record?
C19H34B2O19S



Which value of E does entry 6 give?
-795.5247 a.u.



Which of these has the highest E?
C5H14O2